[1]
C37H36F5GeN3NaO4S | ωB97M-V with the def2-TZVPD basis set

```
88
Properties=species:S:1:pos:R:3:mulliken_spin:R:1
Ge 2.9805 -0.1915 -0.3562 0.757
S -2.5749 4.5547 3.9600 0.000
Na -0.6078 -0.5068 1.1209 0.024
F -2.0623 -0.6102 -3.4089 0.000
F -1.0477 -2.4348 -1.7204 -0.002
F -0.4262 -0.3416 -1.2737 0.011
F -3.6009 -1.5486 -2.2148 0.000
F -2.9764 0.4872 -1.7832 0.000
O 2.8965 -2.3226 3.0481 0.011
O 0.7415 1.7920 2.1302 0.004
O 1.4245 -0.8708 2.1629 -0.035
O -1.9523 0.8701 2.3509 -0.003
N -1.9551 3.9820 1.4295 0.000
N -0.4398 -2.8097 1.9460 -0.007
N -3.5035 2.5823 2.4424 0.000
C 2.2377 -3.7052 -4.5962 -0.004
C 6.1249 -2.5638 -1.9616 -0.016
C 4.1877 -3.1082 -3.2939 -0.013
C 3.4019 -2.2235 -2.5122 -0.148
C 1.4457 -2.8461 -3.8046 0.034
C -1.1391 -5.0747 2.2239 0.000
C 2.4875 1.3136 -1.5184 0.071
C -1.3505 -3.7689 1.8119 -0.003
C 0.0862 -5.3931 2.7935 0.000
C 5.5654 -3.2574 -2.9940 0.034
C -4.2791 0.3576 2.2799 0.000
C -5.4817 0.6268 2.9269 0.000
C 1.8440 2.4216 -0.9600 -0.003
C 1.7948 -1.9985 2.5886 -0.019
C -2.6474 3.6388 2.5344 0.000
C 2.7318 1.3112 -2.8923 0.003
C 0.2562 5.0476 1.7788 -0.002
C 1.4767 3.5014 -1.7517 -0.019
C 1.7318 3.4880 -3.1169 0.034
C -4.1543 -0.8127 1.5397 -0.001
C 2.3582 2.3880 -3.6860 -0.018
C 3.5743 -3.8346 -4.3445 0.002
C 4.1122 0.4588 1.1002 0.074
C -3.1910 3.6081 -0.6848 0.000
C 4.0097 -1.4709 -1.4578 0.137
C -6.5376 -0.2695 2.8514 0.000
C -3.1299 1.3355 2.3619 -0.001
C 5.3421 -1.6703 -1.1946 0.011
C 2.0155 -2.1241 -2.7948 -0.071
C -2.0158 3.2018 0.1934 0.003
C -2.5233 -0.7345 -2.1322 -0.001
C -1.1934 5.2204 1.3532 0.000
C -6.4115 -1.4348 2.1044 0.000
C -1.5363 -1.2601 -1.1075 0.004
C -5.2208 -1.6968 1.4408 0.000
C 0.7406 -3.1166 2.4828 0.005
C 1.0423 -4.4024 2.9208 0.006
H -7.4652 -0.0557 3.3706 0.000
H 1.1422 0.9431 2.3879 0.003
H 1.4326 4.3259 -3.7360 0.004
H -4.1286 3.4153 -0.1627 0.000
H 1.6012 2.4260 0.0981 0.025
H -0.1881 1.7303 2.4164 0.002
H 2.0226 -4.5781 3.3401 0.000
H -2.2831 -3.4728 1.3432 0.000
H 5.8169 -1.1320 -0.3823 0.005
H 2.5501 2.3630 -4.7528 0.000
H 6.1598 -3.9401 -3.5923 0.002
H -3.2404 -1.0190 0.9941 0.001
H 0.3797 -2.7623 -3.9727 0.002
H 4.2578 -0.3376 1.8290 -0.016
H 4.1867 -4.5050 -4.9388 0.000
H 5.0690 0.8284 0.7216 0.032
H 0.2984 4.7523 2.8262 0.000
H -3.1818 3.0323 -1.6108 0.000
H 1.3864 -1.4848 -2.1860 0.099
H 3.2163 0.4580 -3.3542 0.007
H 0.9781 4.3520 -1.2997 -0.001
H -7.2409 -2.1296 2.0332 0.000
H 0.2923 -6.4044 3.1255 0.000
H -1.6855 5.9570 1.9868 0.000
H 0.7511 4.2679 1.2001 0.001
H 7.1755 -2.6901 -1.7256 -0.003
H -5.5659 1.5514 3.4835 0.000
H 1.7787 -4.2730 -5.3973 0.000
H -5.1186 -2.5867 0.8305 0.000
H -3.1442 4.6716 -0.9355 0.000
H 0.8020 5.9866 1.6500 0.000
H 3.5834 1.2760 1.5909 -0.018
H -1.0711 3.3606 -0.3306 -0.001
H -1.2493 5.5650 0.3150 0.000
H -2.0547 2.1431 0.4260 -0.001
H -1.9147 -5.8181 2.0928 0.000
```

Values from the calculation:
Strongest force on any atom ... 0.119 eV Å⁻¹
LUMO level (spin up / spin down) ... 3.77 / 3.77 eV
Electronic energy ... -136973.378 eV
Total charge ... -2
Multiplicity ... 2

=====

[2]
C8H8N2O | ωB97M-V with the def2-TZVPD basis set

```
19
Properties=species:S:1:pos:R:3:nbo_charge:R:1
O -3.1364 1.7256 -0.8835 -0.710
N -2.2424 0.0975 1.2385 -0.251
N -2.2095 -0.4544 -0.1758 -0.364
C 0.2605 0.4202 0.3646 -0.127
C 2.3291 1.4828 0.2667 -0.224
C 0.9669 1.6161 0.3011 -0.166
C -3.1323 0.3867 -0.9999 0.072
C 2.8917 0.2534 0.2147 -0.192
C 0.8144 -0.8563 0.2236 -0.175
C 2.1992 -0.9644 0.2288 -0.198
C -1.2147 0.2563 0.5395 0.390
H 3.0813 2.2394 0.3835 0.224
H 0.1133 -1.7070 0.2865 0.240
H 2.6953 -1.8956 0.0536 0.222
H 0.5128 2.6375 0.2759 0.236
H -2.8582 0.0892 -2.1245 0.166
H -3.6147 2.0269 -0.0624 0.487
H 3.9564 0.1395 0.0975 0.209
H -4.0979 -0.1254 -0.7880 0.159
```

Values from the calculation:
Strongest force on any atom ... 4.677 eV Å⁻¹
LUMO level ... 0.77 eV
SMILES ... OCN1N=C1c1ccccc1
Electronic energy ... -13449.438 eV
Total charge ... 0

=====

[3]
C19H19ClN2O3Zr | ωB97M-V with the def2-TZVPD basis set

```
45
Properties=species:S:1:pos:R:3:nbo_charge:R:1
Zr 0.2767 -0.3313 -0.2450 1.781
Cl 2.2459 -1.7838 -0.4634 -0.306
O 0.7191 -3.4760 1.5937 -0.376
O -1.1409 -1.3477 -1.5070 -0.773
O -2.5344 -0.2970 1.9439 -0.346
N -4.4335 -1.1172 -2.4075 -0.125
N -3.3620 -1.7906 -1.8941 -0.178
C 0.8198 1.2299 1.4776 -0.367
C -2.3339 -0.9111 -1.8218 0.540
C -2.6459 -4.7627 0.1839 -0.180
C 2.0400 1.2326 -0.5089 -0.101
C 0.0445 1.9540 0.4924 -0.338
C -3.3448 -3.1816 -1.4891 0.165
C 3.0824 1.0207 -1.5451 -0.658
C -1.4468 -0.3512 1.5551 0.569
C -2.6801 -3.4579 -0.2912 -0.237
C -3.9586 -4.1787 -2.2409 -0.230
C 0.4868 -2.4789 1.0281 0.506
C -5.6997 -1.7833 -2.5799 -0.427
C 2.0642 0.8259 0.8745 -0.275
C -4.1936 0.2053 -2.5099 0.290
C -3.3546 -5.7725 -0.4914 -0.170
C -4.0341 -5.4558 -1.6787 -0.175
C -2.8721 0.3711 -2.1967 -0.408
C 0.7799 1.9426 -0.7657 -0.352
C -5.2939 1.1584 -2.9024 -0.673
H 3.8751 1.7597 -1.5940 0.280
H -6.4287 -0.9722 -2.7485 0.248
H -5.6722 -2.4566 -3.4583 0.230
H 2.5889 1.0042 -2.5071 0.232
H -4.4611 -3.8835 -3.1697 0.230
H -0.8671 2.5153 0.7700 0.293
H -5.9503 -2.3673 -1.6687 0.244
H -2.1122 -4.9802 1.1197 0.236
H -3.4335 -6.7722 -0.0729 0.250
H 0.6276 1.2367 2.5425 0.289
H -4.7140 -6.1576 -2.1498 0.246
H 0.4402 2.3586 -1.7408 0.294
H -5.6407 0.9781 -3.9316 0.265
H -2.2411 -2.6032 0.2693 0.187
H -6.1446 1.1166 -2.1998 0.257
H 2.9008 0.4497 1.4622 0.299
H -2.3581 1.3028 -2.2443 0.244
H 3.5699 0.0532 -1.5261 0.263
H -4.8742 2.1680 -2.8587 0.257
```

Values from the calculation:
Strongest force on any atom ... 5.333 eV Å⁻¹
LUMO level ... -8.22 eV
Electronic energy ... -42922.309 eV
Total charge ... +2

=====

[4]
C3H6S2 | ωB97M-V with the def2-TZVPD basis set

```
11
Properties=species:S:1:pos:R:3:nbo_charge:R:1
S -0.0068 -2.0579 -0.3675 0.089
S 1.1907 -1.2698 1.1510 0.051
C -0.6204 0.4585 -0.0004 -0.424
C 0.4605 0.4390 1.0431 -0.517
C -0.0972 -0.4267 -1.1554 -0.523
H 0.0413 0.8005 1.9741 0.225
H 1.2338 1.1784 0.7547 0.213
H -1.5866 0.0104 0.3474 0.221
H 0.9050 -0.1519 -1.4629 0.218
H -0.7197 1.5019 -0.3189 0.218
H -0.8005 -0.4824 -1.9651 0.230
```

Values from the calculation:
Strongest force on any atom ... 1.180 eV Å⁻¹
LUMO level ... 0.66 eV
SMILES ... C1CSSC1
Electronic energy ... -24878.676 eV
Total charge ... 0

=====

[5]
C22H44Cl8O18 | ωB97M-V with the def2-TZVPD basis set

```
92
Properties=species:S:1:pos:R:3:mulliken_charge:R:1
Cl 1.5393 3.3444 6.4024 -0.140
Cl 1.0477 0.4529 0.5697 -0.125
Cl 1.9717 7.7301 -0.2386 -0.140
Cl 5.1852 -3.5312 2.1285 -0.161
Cl 7.4820 -2.5502 3.8249 -0.140
Cl -0.9606 2.5407 0.8517 -0.162
Cl 3.8160 5.9836 1.0879 -0.134
Cl 3.7407 1.6361 7.0269 -0.167
O -1.4146 -0.8465 -6.0897 -0.545
O -3.3777 0.2406 -6.0987 -0.291
O -0.5181 -5.1465 7.8532 -0.296
O -1.4881 4.6704 -4.2845 -0.244
O -0.3678 -8.6060 0.2634 -0.301
O 0.4601 -3.1483 7.1599 -0.619
O -2.0309 6.8622 -4.8936 -0.538
O -0.9842 -4.4553 5.8487 -0.259
O 6.7349 3.7753 -2.7239 -0.554
O -6.9578 -1.5882 3.0613 -0.580
O -8.5944 0.0991 2.7502 -0.279
O 8.0886 2.4913 -1.4458 -0.314
O -3.2056 5.5357 -3.4503 -0.260
O 0.4899 -7.1162 -0.9078 -0.302
O -1.6579 -6.7239 -0.1352 -0.597
O 8.8159 4.4590 -2.2678 -0.321
O -2.1354 0.0920 -8.0939 -0.299
O -6.8839 -0.0214 1.3647 -0.277
C 10.2092 4.1732 -1.9689 -0.619
C -1.2758 -9.2651 1.1361 -0.660
C 1.9665 1.6849 6.6470 -0.181
C -1.0969 -0.5882 -8.8583 -0.639
C -2.2423 -0.2116 -6.7255 0.722
C -0.3521 -4.1307 7.0122 0.765
C 5.7231 -2.5266 3.5541 -0.222
C 7.1784 1.4288 -1.5380 -0.599
C -5.6451 -0.5007 0.8670 -0.639
C -4.2493 1.2059 -6.7317 -0.632
C -2.2392 5.8264 -4.3039 0.703
C 0.1225 1.6833 -0.3390 -0.209
C 7.8166 3.5231 -2.2350 0.780
C 0.5034 -5.8721 -1.6102 -0.589
C -1.2653 -3.5650 4.7645 -0.605
C -0.6106 -7.4225 -0.2274 0.820
C -7.4315 -0.6044 2.4194 0.756
C 0.1336 -5.2743 9.1227 -0.622
C -0.2262 4.7382 -4.9194 -0.725
C 3.4560 7.6665 0.6797 -0.238
C -9.2624 -0.2943 3.9009 -0.623
C -4.2936 6.4176 -3.2343 -0.685
H -5.0152 0.7788 -7.3791 0.286
H 3.4022 8.2791 1.5797 0.275
H -2.1156 -9.7277 0.6177 0.295
H -8.6301 -0.1311 4.7736 0.286
H 10.6660 3.4987 -2.6931 0.297
H -4.8109 6.1488 -2.3133 0.247
H -4.8630 1.7222 -5.9935 0.263
H -5.7718 -1.4697 0.3842 0.306
H -0.3880 -5.8329 -2.2363 0.283
H -0.8332 -10.1213 1.6452 0.264
H 6.1971 1.8269 -1.2797 0.291
H 0.7803 2.4350 -0.7751 0.249
H -0.3444 -4.6801 9.9016 0.277
H -1.0390 -1.6652 -8.7009 0.294
H -4.9358 6.3184 -4.1094 0.302
H -4.8444 -0.5461 1.6052 0.294
H -4.1203 7.4873 -3.1162 0.315
H -1.7071 -8.6437 1.9210 0.294
H 0.1896 -6.3162 9.4381 0.229
H 1.3619 1.2508 7.4434 0.256
H -1.4180 -2.5166 5.0209 0.311
H 5.2744 -1.5587 3.3308 0.271
H 1.1224 -4.8292 9.0128 0.316
H -10.2166 0.2318 3.9299 0.227
H 10.3515 3.7601 -0.9702 0.280
H 10.7991 5.0807 -2.0973 0.251
H -0.4772 -3.8158 4.0546 0.258
H 5.2736 -2.9652 4.4450 0.252
H 0.4587 -5.1030 -0.8391 0.265
H 0.2221 5.7299 -4.8584 0.340
H 1.7597 1.1183 5.7391 0.233
H 1.3706 -5.6680 -2.2383 0.227
H -3.6502 2.0198 -7.1400 0.295
H -0.2300 4.4684 -5.9754 0.288
H 4.1794 8.0707 -0.0283 0.239
H -1.2489 -0.4892 -9.9331 0.263
H -0.4054 1.1124 -1.1029 0.247
H 7.4592 0.6336 -0.8475 0.220
H 0.4992 4.1532 -4.3540 0.255
H 7.1987 1.0265 -2.5509 0.289
H -9.4906 -1.3593 3.9434 0.295
H -0.0981 -0.2057 -8.6481 0.282
H -5.4122 0.1651 0.0360 0.233
H -2.2128 -3.9440 4.3816 0.245
```

Values from the calculation:
Strongest force on any atom ... 5.049 eV Å⁻¹
LUMO level ... 0.17 eV
SMILES ... COC(=O)OC.COC(=O)OC.COC(=O)OC.COC(=O)OC.COC(=O)OC.COC(=O)OC.ClCCl.ClCCl.ClCCl.ClCCl
Electronic energy ... -160558.182 eV
Total charge ... 0

=====

[6]
C11H15N | ωB97M-V with the def2-TZVPD basis set

```
27
Properties=species:S:1:pos:R:3:nbo_charge:R:1
N -1.5934 -0.3939 -1.4982 -0.547
C -0.1922 2.2374 0.7064 -0.222
C 0.4947 0.4586 -1.2206 -0.023
C 1.4946 1.2554 -0.6801 -0.218
C -0.8582 0.6057 -0.8615 0.124
C 1.8116 -1.1931 -2.7634 -0.632
C -0.7231 -1.0260 -2.3955 -0.040
C -0.7920 -0.7525 3.5175 -0.609
C 0.5510 -0.6303 -2.1851 -0.090
C -1.2035 1.4579 0.1751 -0.236
C -0.6010 -1.0629 2.0510 -0.607
C 1.1394 2.1672 0.3105 -0.233
H 1.9604 2.7528 0.6993 0.216
H -0.4107 3.0428 1.3923 0.212
H -0.0044 -1.1146 4.1832 0.201
H 0.2365 -0.5336 1.5941 0.209
H -0.8222 0.3167 3.7318 0.202
H -2.2322 1.5901 0.4865 0.218
H -0.5098 -2.1389 1.8813 0.200
H -2.5106 -0.1160 -1.8089 0.396
H -1.0299 -1.8922 -2.9591 0.208
H 1.6761 -1.2981 -3.8388 0.223
H -1.6930 -1.2520 3.8788 0.199
H 2.0761 -2.1646 -2.3356 0.220
H -1.4539 -0.7746 1.4376 0.204
H 2.5009 1.0544 -0.9732 0.207
H 2.6888 -0.5956 -2.5256 0.216
```

Values from the calculation:
Strongest force on any atom ... 1.737 eV Å⁻¹
LUMO level ... 0.95 eV
SMILES ... Cc1c[nH]c2ccccc12.CC
Electronic energy ... -13140.293 eV
Total charge ... 0